Entry 1:
One molecule with the formula C16H19NO5 in a non-equilibrium geometry, computed with ωB97M-V/def2-TZVPD.

Geometry (Å):
C 3.53198 0.81652 -2.80133
C 3.04623 1.41762 -1.73159
C 1.61661 1.34754 -1.29494
C 1.50497 0.71988 0.07013
C 2.01862 -0.55496 0.26951
C 1.92826 -1.17613 1.50553
O 2.38873 -2.43170 1.78491
C 2.98640 -3.16557 0.74522
C 1.33120 -0.49369 2.56511
C 0.82406 0.77244 2.37699
C 0.89623 1.38513 1.13068
O 0.40620 2.66955 0.92039
C -0.94851 2.86654 1.22794
C -1.87696 2.04475 0.32894
O -1.84485 0.70973 0.82602
N -2.60664 -0.17382 0.08731
C -2.07815 -0.92705 -0.94613
O -0.96087 -0.83919 -1.36938
C -3.19023 -1.83909 -1.42189
C -4.41415 -1.46902 -0.58811
C -3.95156 -0.37519 0.35032
O -4.59244 0.23321 1.15921
H 4.57068 0.88853 -3.07782
H 2.90545 0.22912 -3.45348
H 3.69316 1.99859 -1.08687
H 1.20305 2.35746 -1.24997
H 1.03748 0.75171 -2.00435
H 2.47587 -1.04726 -0.57396
H 2.28960 -3.32884 -0.08342
H 3.26069 -4.12542 1.18093
H 3.88663 -2.66921 0.36794
H 1.27380 -0.97794 3.52686
H 0.36717 1.29052 3.20630
H -1.17402 2.61633 2.27093
H -1.13392 3.93023 1.06122
H -2.89864 2.44027 0.38233
H -1.51798 2.07032 -0.70712
H -2.87661 -2.87331 -1.27669
H -3.34114 -1.69226 -2.49164
H -5.24252 -1.09445 -1.19019
H -4.79386 -2.30190 0.00413

Energy relative to the best compared isomer or geometry (same formula, charge and spin), kJ/mol: 432.47
Gap between HOMO and LUMO, eV: 8.5
Maximum force, eV/Å: 1.0
E, eV: -28625.6462
Molecular weight, g mol⁻¹: 305.33
SMILES: C=CCc1cc(OC)ccc1OCCON1C(=O)CCC1=O

---

Entry 2:
One molecule with the formula C3H3NO2S in a non-equilibrium geometry, computed with ωB97M-V/def2-TZVPD.

Geometry (Å):
C 1.51158 -1.43208 -0.35192
C -1.21863 -2.01078 0.08424
C 0.53395 -0.30783 -0.16906
N -0.81319 -0.81389 0.15262
O -1.87855 -2.96441 0.13710
O 3.29724 0.25812 0.39355
S 3.08645 -1.15216 -0.05656
H 0.84105 0.37655 0.63759
H 0.44397 0.29274 -1.08168
H -1.48230 -0.08926 0.43811

Energy relative to the best compared isomer or geometry (same formula, charge and spin), kJ/mol: 549.42
Gap between HOMO and LUMO (spin up / spin down), eV: 6.6 / 6.6
Maximum force, eV/Å: 2.2
E, eV: -19575.0820
Molecular weight, g mol⁻¹: 117.13

---

Entry 3:
C53H48BrIKN6O3Si as an isolated structure, computed with ωB97M-V/def2-TZVPD.

Geometry (Å):
K -0.40240 0.68055 -0.12092
C 2.56969 2.32498 -0.30990
C 2.14058 2.62899 1.09468
C 3.06717 2.96150 2.07908
C 2.64010 3.09512 3.38409
C 1.30003 2.91597 3.67548
C 0.42464 2.63671 2.63228
N 0.84115 2.51347 1.37478
C -1.05582 2.48305 2.88637
C -1.61318 2.89124 4.09543
C -2.97789 2.76598 4.27113
C -3.75466 2.29511 3.23153
C -3.13196 1.94212 2.03558
N -1.80873 2.00102 1.89776
C -3.93907 1.56194 0.81967
C -5.33024 1.50168 0.87627
C -6.03261 1.30576 -0.30208
C -5.33665 1.18186 -1.48839
C -3.94524 1.19860 -1.45461
C -3.10826 1.01209 -2.67646
N -3.27414 1.37311 -0.31703
H 3.57208 2.70264 -0.50956
H 1.86198 2.72852 -1.03447
H 2.59490 1.24103 -0.45233
H 4.11093 3.07126 1.81544
H 3.34691 3.31636 4.17468
H 0.95889 2.97585 4.69752
H -1.00131 3.31126 4.87766
H -3.43902 3.05710 5.20641
H -4.82524 2.23027 3.34563
H -5.86145 1.61870 1.80740
H -7.11467 1.26208 -0.28849
H -5.85044 1.05080 -2.43073
H -3.72105 0.91315 -3.57275
H -2.52061 0.10239 -2.55415
H -2.39073 1.82863 -2.78031
C -1.65401 5.00547 -3.38747
Si -0.63204 4.27053 -1.97057
C 0.85443 5.40782 -1.68272
C -1.69233 4.45756 -0.43603
N -0.23864 2.62900 -2.19590
C 0.46932 2.16478 -3.24308
C 1.04780 2.95515 -4.27471
C 1.78621 2.44307 -5.32881
C 2.01879 1.08356 -5.43851
C 1.48596 0.24909 -4.45636
C 0.74630 0.76899 -3.41891
O 0.22940 -0.07712 -2.41798
C 0.18771 -1.43408 -2.69713
C 1.10024 -2.27186 -2.08515
C 0.97955 -3.64383 -2.27207
C -0.02407 -4.15498 -3.07867
C -0.91523 -3.29462 -3.70964
C -0.81389 -1.92537 -3.52345
H -1.91771 6.04371 -3.16397
H -2.58466 4.44444 -3.49972
H -1.14465 4.98628 -4.35027
H 0.50475 6.43597 -1.54670
H 1.57154 5.40012 -2.50380
H 1.38738 5.11828 -0.77471
H -1.98672 5.50467 -0.32075
H -1.14412 4.14615 0.45140
H -2.59154 3.84669 -0.50150
H 0.90273 4.02725 -4.23307
H 2.18349 3.12849 -6.06956
H 2.59563 0.66746 -6.25393
H 1.65420 -0.81874 -4.50917
H 1.85739 -1.85690 -1.43609
H 1.65651 -4.31059 -1.75447
H -0.12208 -5.22534 -3.20499
H -1.70836 -3.69147 -4.33221
H -1.49989 -1.23830 -3.99850
Br -4.78862 -2.18197 -3.09088
C -4.30148 -3.80096 -2.24375
C -4.78894 -4.98168 -2.79306
C -4.44715 -6.19774 -2.23390
C -3.61091 -6.23780 -1.12589
C -3.13046 -5.06141 -0.57870
C -3.48410 -3.82149 -1.12372
I -2.63114 -2.18231 -0.21853
H -5.43122 -4.93609 -3.66154
H -4.82564 -7.11259 -2.67102
H -3.31701 -7.18417 -0.69208
H -2.44455 -5.08378 0.25727
O -0.05903 -4.04584 0.77755
C 0.70734 -3.17341 1.15781
N 1.98075 -3.48439 1.64895
C 2.51809 -2.34345 2.34246
C 1.52686 -1.26043 1.84300
O 1.70385 -0.07345 2.10212
N 0.50230 -1.80735 1.16713
C 2.39517 -2.39165 3.85951
C 1.74087 -3.42392 4.51558
C 1.61914 -3.41628 5.90066
C 2.14163 -2.36906 6.63951
C 2.77858 -1.32075 5.98487
C 2.90297 -1.33040 4.60738
C 3.94851 -2.06816 1.88960
C 5.03698 -2.56599 2.59109
C 6.32990 -2.39337 2.10974
C 6.54754 -1.71598 0.92250
C 5.46369 -1.21095 0.21367
C 4.17818 -1.38729 0.69645
H 2.12722 -4.43115 1.95774
H 1.29538 -4.23150 3.94938
H 1.10585 -4.23030 6.39710
H 2.04604 -2.36036 7.71806
H 3.17661 -0.48809 6.55194
H 3.37713 -0.50535 4.09329
H 4.88278 -3.08870 3.52679
H 7.16707 -2.79150 2.67015
H 7.55461 -1.57513 0.54985
H 5.61744 -0.67776 -0.71597
H 3.34471 -0.97829 0.14043

Energy relative to the best compared isomer or geometry (same formula, charge and spin), kJ/mol: 0.51
Gap between HOMO and LUMO, eV: 5.8
Total charge: -1
Maximum force, eV/Å: 0.6
E, eV: -173176.6399
Molecular weight, g mol⁻¹: 1091.00

---

Entry 4:
One molecule with the formula C4H6N2S2 in a non-equilibrium geometry, computed with ωB97M-V/def2-TZVPD.

Geometry (Å):
S 1.56580 1.63625 -0.34976
C 0.84867 0.13170 0.08129
S 2.08639 -1.21037 0.09630
C -0.56765 -0.27177 0.61492
C -1.59476 0.97313 0.79857
C -2.88362 0.39313 -0.13994
N -2.51134 -0.73074 -0.68397
N -1.22874 -1.14620 -0.32427
H 1.16214 -2.42492 -0.03756
H -0.47789 -0.85882 1.58813
H -1.18260 1.68192 -0.00134
H -1.72325 1.82481 1.81843
H -3.76902 0.96316 -0.42970
H -1.07975 -2.21886 0.04602

Energy relative to the best compared isomer or geometry (same formula, charge and spin), kJ/mol: 479.63
Gap between HOMO and LUMO, eV: 8.2
Maximum force, eV/Å: 4.6
E, eV: -28891.2397
Molecular weight, g mol⁻¹: 146.24
SMILES: S=C(S)[C@H]1CC=NN1